Computed, not measured: BCsF8N2O8S4 as an isolated structure in a non-equilibrium geometry, with ωB97M-V/def2-TZVPD.

As for the HOMO-LUMO gap: 9.093 eV. For the energy above the lowest of the compared OMol25 structures with the same formula, charge and spin, the calculation gives 0.0 kcal/mol. Its total energy is -3148.507441 a.u.

ORCA input file:
```
! wB97M-V def2-TZVPD RIJCOSX def2/J DEFGRID3
* xyz -2 1
Cs 22.5237 -26.4111 7.1146
N 22.9990 -24.1422 8.9295
S 23.7049 -24.8001 10.1873
O 23.6355 -24.1305 11.4549
O 24.8676 -25.6041 9.9693
F 22.5962 -25.9509 10.5190
S 23.8961 -22.7019 9.0070
O 25.3108 -22.7887 8.9446
O 23.3041 -21.7416 9.8765
F 23.4512 -22.2074 7.5825
N 17.9973 -27.9835 4.5156
S 19.0656 -28.4640 5.6269
O 18.5680 -29.4647 6.4926
O 19.9376 -27.4553 6.1387
F 19.9820 -29.3018 4.6400
S 17.3022 -26.7563 5.2605
O 17.8338 -25.4764 4.9746
O 16.8385 -27.0267 6.5858
F 15.8877 -26.7488 4.4731
B 25.2807 -24.8064 5.1336
F 24.8973 -25.5453 6.2955
F 24.3385 -25.1776 4.1332
F 25.1702 -23.4404 5.3702
F 26.5572 -25.1655 4.6923
*
```